61
Properties=species:S:1:pos:R:3 method="wB97M-V/def2-TZVPD" e_lumo_ev="0.26 / 0.26" spin_multiplicity=6 gap_ev="8.098 / 8.089" charge=0
Dy 0.22 -0.28 -0.43
C 3.15 3.25 0.88
C 2.82 1.91 0.65
N 1.63 1.82 0.06
N 1.18 3.08 -0.10
C 2.08 3.96 0.38
B -0.12 3.37 -0.87
N -0.12 2.61 -2.22
C -0.04 3.09 -3.47
C -0.25 2.06 -4.36
C -0.47 0.94 -3.54
N -0.39 1.28 -2.26
N -1.33 2.85 -0.06
C -2.55 3.41 0.02
C -3.39 2.54 0.69
C -2.58 1.44 0.99
N -1.34 1.63 0.54
H 4.05 3.64 1.34
H 3.39 1.01 0.86
H 1.90 5.02 0.33
H -0.23 4.56 -1.06
H 0.15 4.14 -3.64
H -0.27 2.10 -5.44
H -0.69 -0.08 -3.82
H -2.73 4.38 -0.41
H -4.44 2.68 0.92
H -2.83 0.54 1.52
N 0.49 -4.17 -1.44
C 1.29 -3.80 -0.41
N 1.13 -2.71 0.32
C 2.07 -2.66 1.34
C 2.95 -3.68 1.37
S 2.61 -4.79 0.10
C 2.00 -1.56 2.30
C 2.61 -1.51 3.50
S 2.19 -0.05 4.32
C 1.19 0.41 2.98
N 1.20 -0.46 1.99
N 0.46 1.54 2.99
H -0.07 -3.45 -1.85
H 0.85 -4.85 -2.08
H 3.78 -3.83 2.05
H 3.26 -2.24 3.96
H 0.67 2.26 3.66
H -0.05 1.78 2.15
Cl -4.50 -1.68 -0.54
C -3.49 -2.80 -1.51
Cl -4.48 -3.58 -2.71
Cl -2.80 -4.03 -0.41
C -2.31 -1.98 -2.16
O -2.15 -2.07 -3.35
O -1.60 -1.35 -1.29
C -1.66 -1.92 2.65
O -1.38 -1.38 1.37
H -1.71 -3.00 2.62
H -2.60 -1.52 3.05
H -0.85 -1.62 3.32
H -2.03 -1.71 0.72
F 3.12 -1.84 -2.06
B 2.04 -1.08 -1.80
F 1.00 -1.58 -2.63